Computed, not measured: 7 unconnected molecules or ions with the total composition C36H93N7O11, with ωB97M-V with the def2-TZVPD basis set.

frontier orbital gap	8.72	eV

```
147
C36H93N7O11 ωB97M-V with the def2-TZVPD basis set
C 2.782 -4.488 2.620
O 4.022 -4.031 3.105
C 4.042 -2.613 3.182
C 5.378 -2.164 3.703
N 5.401 -0.704 3.711
C 6.656 -0.018 3.774
C 7.430 -0.448 5.017
O 8.542 0.363 5.311
C 9.565 0.321 4.336
H 2.915 -5.519 2.278
H 2.465 -3.934 1.725
H 2.013 -4.511 3.397
H 3.208 -2.265 3.801
H 3.949 -2.274 2.141
H 6.197 -2.600 3.115
H 5.509 -2.500 4.738
H 4.673 -0.300 3.146
H 6.552 1.071 3.879
H 7.184 -0.069 2.803
H 7.793 -1.483 4.908
H 6.679 -0.432 5.807
H 9.261 -0.004 3.344
H 10.364 -0.360 4.673
H 10.040 1.303 4.325
C -9.174 8.311 -5.491
O -7.761 8.199 -5.490
C -7.202 8.549 -4.239
C -5.809 7.918 -4.155
N -5.808 6.483 -3.994
C -6.342 5.930 -2.763
C -6.643 4.461 -2.940
O -5.452 3.707 -3.083
C -5.637 2.465 -3.709
H -9.612 7.451 -4.971
H -9.471 8.379 -6.533
H -9.520 9.195 -4.944
H -7.836 8.198 -3.417
H -7.106 9.640 -4.158
H -5.266 8.328 -3.300
H -5.350 8.191 -5.106
H -6.203 6.022 -4.803
H -7.339 6.352 -2.539
H -5.649 6.164 -1.952
H -7.205 4.367 -3.885
H -7.255 4.045 -2.133
H -5.860 2.544 -4.780
H -6.406 1.874 -3.197
H -4.684 1.938 -3.638
C 1.682 1.210 4.584
O 1.155 1.981 3.555
C 0.607 1.197 2.526
C 1.611 0.516 1.617
N 2.699 1.350 1.178
C 3.621 0.626 0.299
C 4.693 1.578 -0.149
O 5.350 2.028 1.000
C 6.496 2.814 0.758
H 2.519 0.565 4.259
H 0.961 0.478 4.988
H 2.057 1.819 5.402
H -0.014 1.863 1.917
H -0.106 0.443 2.898
H 1.013 0.100 0.797
H 1.962 -0.432 2.074
H 3.217 1.723 1.964
H 3.072 0.258 -0.570
H 4.084 -0.220 0.827
H 4.251 2.392 -0.742
H 5.420 1.097 -0.827
H 6.973 3.074 1.696
H 6.203 3.652 0.121
H 7.236 2.205 0.213
C -0.861 -7.625 -0.324
O 0.318 -8.368 -0.621
C 0.568 -9.531 0.165
C 1.417 -9.250 1.380
N 0.581 -8.624 2.453
C 1.412 -8.288 3.617
C 0.644 -7.526 4.683
O 0.380 -6.201 4.270
C -0.959 -5.970 3.905
H -1.709 -8.296 -0.184
H -0.993 -6.918 -1.141
H -0.700 -6.999 0.562
H 1.191 -10.080 -0.548
H -0.317 -10.096 0.461
H 2.214 -8.535 1.149
H 1.792 -10.188 1.794
H 0.336 -7.715 2.071
H 2.292 -7.696 3.313
H 1.846 -9.208 4.027
H 1.298 -7.494 5.559
H -0.265 -8.079 4.935
H -1.252 -6.548 3.021
H -1.033 -4.917 3.632
H -1.634 -6.206 4.731
C -1.116 -2.497 0.538
C -1.361 -1.421 -0.519
C -2.125 -0.233 0.027
O -2.564 0.545 -1.053
C -3.614 1.395 -0.690
N -0.070 -0.985 -1.076
H -2.059 -2.835 0.974
H -0.466 -2.079 1.314
H -0.595 -3.362 0.128
H -2.018 -1.869 -1.285
H -1.447 0.363 0.659
H -2.927 -0.568 0.697
H -3.453 1.982 0.225
H -4.472 0.772 -0.370
H -4.008 2.050 -1.462
H 0.237 -1.593 -1.831
H -0.256 -0.106 -1.558
C -1.289 -2.160 -4.308
C -0.310 -1.030 -4.649
C 1.110 -1.561 -4.724
O 1.604 -1.936 -3.453
C 2.551 -2.993 -3.513
N -0.724 -0.369 -5.887
H -0.975 -2.668 -3.387
H -1.406 -2.922 -5.077
H -2.239 -1.722 -3.995
H -0.489 -0.321 -3.836
H 1.847 -0.899 -5.197
H 1.076 -2.476 -5.345
H 3.260 -2.826 -4.329
H 2.003 -3.912 -3.770
H 3.015 -3.130 -2.544
H -0.345 0.561 -5.989
H -0.467 -0.914 -6.701
C -1.221 4.650 1.669
C -2.141 5.439 0.767
C -1.675 5.585 -0.680
O -2.749 6.052 -1.463
C -2.742 5.553 -2.800
N -3.497 4.929 0.929
H -1.394 3.575 1.529
H -1.444 4.840 2.716
H -0.161 4.835 1.483
H -2.155 6.462 1.172
H -1.325 4.609 -1.062
H -0.851 6.298 -0.798
H -1.800 5.800 -3.307
H -3.565 6.071 -3.282
H -2.858 4.466 -2.758
H -4.188 5.522 0.492
H -3.501 4.025 0.465
```